60
Properties=species:S:1:pos:R:3 method="wB97M-V/def2-TZVPD" homo_lumo_gap_ev=9.633 homo_ev=-9.1 smiles="CC[C@@H]1CC[C@@](O)(C(=O)NCCN(C(=O)c2ccnc3c2ncn3C)C(C)C)C1" relative_energy_kj_mol=1.7 e_lumo_ha=0.0189
O 4.801 -0.658 -0.755
O -2.841 -0.615 -0.469
O 2.700 0.051 0.583
N -3.091 2.259 2.352
N 1.280 0.028 -1.170
N -6.245 0.707 2.961
N -5.015 2.735 3.408
N -1.457 -0.535 1.316
C 0.117 0.346 -0.361
C 3.679 -0.358 -1.559
C 4.432 -1.994 -4.884
C -3.756 3.128 3.060
C 3.797 -0.957 -3.967
C -4.965 -0.855 1.637
C -2.670 -0.419 0.728
C 4.674 0.261 -3.657
C -0.346 -0.870 0.438
C -0.876 -1.835 3.330
C -5.176 1.479 2.869
C -3.855 -0.029 1.569
C 4.584 -1.514 -6.322
C -0.132 0.573 3.081
C -6.010 3.471 4.156
C -3.968 1.197 2.215
C -1.209 -0.458 2.764
C 3.465 -1.512 -2.570
C 2.505 -0.087 -0.620
C -6.110 -0.460 2.336
C 3.980 0.871 -2.446
H 5.225 -0.632 -6.381
H 3.821 -2.902 -4.870
H 3.046 1.348 -2.762
H 4.765 0.954 -4.494
H 0.483 -1.233 1.041
H 4.169 -2.299 -2.296
H 3.613 -1.247 -6.746
H -6.964 -1.126 2.382
H -6.389 2.856 4.970
H 0.022 0.622 4.161
H 4.553 -0.387 0.145
H 2.465 -1.944 -2.520
H -0.444 1.556 2.732
H -1.667 -2.550 3.099
H -0.771 -1.774 4.414
H -2.140 -0.126 3.218
H 5.677 -0.073 -3.378
H 5.023 -2.285 -6.955
H -0.655 -1.659 -0.248
H 0.064 -2.217 2.929
H -5.550 4.368 4.566
H 4.570 1.601 -1.893
H 1.171 -0.117 -2.159
H 5.407 -2.273 -4.470
H -3.375 4.093 3.363
H 0.376 1.155 0.322
H 0.823 0.313 2.619
H -4.954 -1.810 1.130
H 2.873 -0.597 -4.439
H -6.843 3.753 3.513
H -0.685 0.681 -1.015